Below is a molecular structure, C32H84F3N12O10P4V in a non-equilibrium geometry, with properties calculated with ωB97M-V with the def2-TZVPD basis set.

The geometry in XYZ format:
```
146
Properties=species:S:1:pos:R:3:forces:R:3
O 1.07977 -0.01236 -0.92849 -1.2 0.3 0.5
V -0.01370 0.37877 0.12356 2.1 0.9 -1.2
C 0.63534 3.80983 -0.71034 -0.6 -3.4 0.1
O 1.52376 3.39967 -1.77668 -0.2 1.2 1.1
O 0.24622 2.64405 -0.02368 0.5 0.8 0.3
C 1.22692 4.98516 0.19418 1.0 0.1 0.4
F 1.20734 6.18610 -0.38911 -0.2 0.3 -1.4
F 0.56696 5.21255 1.32118 -1.3 -0.8 0.8
F 2.51576 4.85500 0.61321 0.1 -1.0 -0.6
C 1.91323 4.44033 -2.65143 1.2 -0.8 -1.0
C 2.68426 3.76264 -3.78158 -0.1 0.0 -0.6
H 2.92507 4.47858 -4.56742 0.1 0.2 0.1
H 3.61299 3.27147 -3.49122 0.0 0.1 0.4
H 2.09257 3.00132 -4.28992 -0.2 -0.1 0.2
H 2.60712 5.15472 -2.20842 -0.2 0.1 0.4
H 1.09083 4.99317 -3.10542 -0.5 0.0 0.3
H -0.26029 4.17229 -1.21489 -0.2 0.9 0.0
C 5.61740 -3.34654 -7.17143 -1.1 1.1 1.1
C 4.28445 -2.85260 -6.47144 1.4 -2.6 -1.0
C 3.32348 -3.99759 -6.04765 1.5 0.5 -1.0
O 2.86623 -3.51545 -4.80070 -1.2 -0.7 0.5
C 3.63387 -2.50103 -4.36410 -2.8 2.5 2.2
O 3.31956 -1.77275 -3.41309 1.3 -2.5 -2.0
O 4.58596 -2.27218 -5.22309 1.6 1.3 -0.5
H 6.31062 -3.80906 -6.46885 -0.4 -0.3 0.2
H 6.14911 -2.44339 -7.47095 -0.1 -0.2 -0.7
H 5.36586 -4.03617 -7.97719 0.2 0.3 -0.1
H 3.74302 -2.20205 -7.15827 0.1 0.6 0.4
H 3.83794 -4.95327 -5.94714 0.0 0.0 0.3
H 2.59875 -4.10246 -6.85504 -0.7 0.0 0.7
O -1.76360 0.22728 -1.14720 -0.7 0.1 0.0
P -2.43734 0.85323 -2.34540 1.0 2.4 -2.2
N -3.28871 2.28017 -2.02048 1.6 -0.8 1.9
C -4.23051 2.83060 -2.94185 -1.2 -0.5 -0.6
C -3.15931 2.91349 -0.67759 0.6 -0.3 -0.5
N -3.61415 -0.09409 -3.13923 2.0 0.3 -1.9
C -4.55065 -0.85928 -2.39634 -0.6 1.0 1.9
C -3.86609 -0.04787 -4.61909 -0.2 -0.1 0.9
N -1.16279 1.37409 -3.43827 -1.8 -1.2 2.5
C -0.17208 0.33862 -3.81216 -1.0 0.9 -0.7
C -1.27152 2.54153 -4.31455 -0.6 -1.0 0.1
H -3.93907 2.83378 -3.99216 0.5 0.0 0.0
H -4.52502 3.85426 -2.71055 0.2 -0.1 0.3
H -5.11480 2.19347 -2.92808 -0.6 0.2 0.0
H -2.55226 2.27796 -0.03286 0.3 0.1 -0.2
H -4.08405 3.03254 -0.11297 -0.5 0.0 -0.5
H -2.66767 3.87941 -0.79335 0.0 0.1 0.2
H -5.50384 -0.34349 -2.28015 -0.6 0.1 -0.7
H -4.74545 -1.88947 -2.69445 0.5 0.0 -0.1
H -4.21251 -0.74952 -1.36594 0.1 -1.0 0.2
H -3.05126 0.38394 -5.20020 0.0 0.0 0.3
H -4.08848 -1.04633 -4.99555 0.4 -0.3 0.2
H -4.79055 0.48829 -4.83358 0.0 0.5 0.1
H -0.45213 0.04225 -4.82303 0.3 -0.5 -0.3
H 0.81492 0.79934 -3.85302 0.1 -0.2 0.3
H -0.21666 -0.52206 -3.14483 0.1 0.3 0.0
H -1.68738 3.42861 -3.83681 0.4 -0.1 0.4
H -2.00324 2.28780 -5.08156 0.3 0.3 -0.7
H -0.28716 2.72740 -4.74419 -0.1 0.2 0.0
O 1.65712 0.24222 1.61842 0.1 0.2 1.4
P 3.03162 0.56664 2.18057 -0.1 0.8 -0.1
N 3.55768 -0.44380 3.51825 2.2 -1.2 -1.5
C 4.85929 -1.26898 3.51127 -1.7 1.3 -1.0
C 2.66573 -0.99560 4.54325 -1.3 1.3 -0.9
N 3.11110 2.10896 2.94830 -1.1 -1.8 -1.2
C 4.36179 2.69049 3.23874 1.0 -0.4 0.2
C 2.00897 2.85018 3.46450 -1.8 -0.5 -0.5
N 4.13180 0.59668 0.84145 0.1 -0.3 1.8
C 4.55948 -0.69817 0.19155 -1.5 0.7 0.9
C 3.95647 1.74051 -0.10426 0.7 -0.9 -0.1
H 5.58271 -0.82600 2.82677 0.1 0.3 0.5
H 4.66758 -2.25248 3.08222 0.0 -0.4 0.5
H 5.16916 -1.26870 4.55629 0.4 -0.3 -0.3
H 2.08367 -0.14294 4.89292 -0.3 -0.1 0.4
H 3.13783 -1.45145 5.41355 0.6 0.2 -0.3
H 1.95171 -1.71758 4.14698 0.0 -0.2 -0.1
H 4.55838 3.48523 2.51913 0.6 0.0 0.0
H 4.38237 3.10788 4.24545 -0.1 0.1 0.1
H 5.07365 1.86515 3.25164 0.7 0.5 -0.3
H 1.12394 2.21921 3.38272 -0.3 0.1 -0.1
H 2.07136 3.09421 4.52500 0.5 0.0 0.2
H 1.78812 3.76501 2.91457 0.2 0.1 -0.1
H 5.15506 -0.51414 -0.70261 0.1 0.1 0.3
H 5.03991 -1.34294 0.92745 0.4 0.2 -0.3
H 3.65902 -1.23030 -0.11522 -0.1 -0.1 -0.4
H 3.26250 1.49881 -0.90930 -0.6 0.2 0.4
H 4.90673 1.84030 -0.62882 0.3 0.2 0.2
H 3.74877 2.67668 0.41395 -0.3 -0.3 -0.1
O -1.22255 0.76576 1.84832 -0.3 0.2 0.6
P -2.14878 1.06918 2.97638 -2.4 0.0 2.3
N -3.80957 1.18588 2.40555 2.5 -1.5 -0.1
C -4.45566 0.02603 1.69434 0.5 1.7 0.7
C -4.69221 2.15164 2.97074 -0.2 0.8 0.2
N -1.85289 2.51042 3.84290 -0.5 -0.9 0.4
C -1.37263 3.70151 3.14367 0.8 -0.5 -0.2
C -2.26709 2.66268 5.27459 0.0 -0.7 0.1
N -2.14192 -0.12288 4.25636 -0.4 0.9 -1.5
C -0.87779 -0.49844 4.89288 -0.2 0.7 -0.7
C -3.33735 -0.51094 4.99740 -0.7 0.0 -0.5
H -4.71570 -0.75020 2.41403 0.3 -0.4 -0.3
H -3.81184 -0.26109 0.86298 0.0 -0.4 0.2
H -5.40597 0.38636 1.30041 0.1 0.1 -0.2
H -5.32715 2.59426 2.20325 -0.2 -0.2 -0.2
H -4.11854 2.99677 3.35119 -0.1 -0.1 0.2
H -5.31842 1.74948 3.76713 -0.2 0.0 0.2
H -1.08732 4.46049 3.87212 0.0 -0.1 -0.1
H -0.47873 3.36773 2.61677 -0.1 0.5 -0.3
H -2.05308 4.13901 2.41313 -0.3 -0.1 0.1
H -2.01935 3.61635 5.74068 -0.1 0.4 -0.9
H -3.32333 2.47157 5.46411 -0.2 0.2 -0.4
H -1.77639 2.00589 5.99288 0.4 -0.6 -0.5
H -0.89834 -1.56534 5.11518 0.2 0.0 0.1
H -0.05548 -0.25835 4.21889 0.0 -0.3 -0.2
H -0.68596 0.09786 5.78491 -0.1 -0.2 0.4
H -3.63018 0.11881 5.83750 0.6 0.2 0.4
H -3.27316 -1.54549 5.33457 0.4 0.0 0.2
H -4.25232 -0.51447 4.40501 0.2 0.2 -0.5
O -0.48783 -1.66776 0.50320 0.2 -1.6 0.1
P -0.77003 -3.16134 0.50867 -0.3 -0.6 0.2
N -0.66641 -3.87641 -1.03105 -0.9 1.8 0.3
C 0.26486 -3.33291 -2.03449 0.3 0.6 0.8
C -0.90223 -5.29544 -1.19012 0.1 0.3 0.5
N -2.37006 -3.48755 1.09250 2.5 -0.8 1.4
C -2.65438 -3.26115 2.56078 0.0 0.1 -1.7
C -3.53703 -3.34999 0.25824 0.2 0.7 -0.3
N 0.33098 -4.08012 1.49447 -1.0 0.3 -0.4
C 1.77356 -3.75331 1.50463 0.0 0.2 0.7
C 0.03966 -5.49435 1.91528 0.0 1.2 0.3
H 1.27258 -3.68997 -1.82210 0.2 -0.3 -0.3
H 0.34709 -2.24931 -1.94985 -0.2 0.0 0.1
H -0.00510 -3.57749 -3.06182 -0.2 -0.2 0.2
H -1.35092 -5.47615 -2.16692 0.1 -0.1 0.0
H -1.58258 -5.64060 -0.41160 0.0 -0.1 -0.1
H 0.05756 -5.80249 -1.09109 0.0 -0.5 -0.1
H -3.28262 -4.07755 2.91700 0.5 -0.4 0.3
H -1.70825 -3.10053 3.07764 -0.3 -0.2 0.3
H -3.30241 -2.39155 2.67008 0.4 0.4 0.0
H -3.60605 -4.10062 -0.52909 0.2 0.2 -0.2
H -4.44780 -3.44253 0.84988 0.1 -0.1 0.2
H -3.48178 -2.32564 -0.11019 -0.6 -0.1 -0.7
H 2.39005 -4.65081 1.55503 -0.2 -0.4 -1.0
H 2.08242 -3.05184 0.72962 -0.1 -0.3 -0.3
H 2.15043 -3.32192 2.43198 -0.7 0.7 0.4
H 0.79559 -6.17541 1.52435 -0.1 0.0 -0.2
H -0.95971 -5.83132 1.63993 0.1 0.2 -0.2
H 0.08953 -5.54458 3.00298 0.1 -0.1 0.1
```
Forces are in eV/Å.

Kohn-Sham gap (alpha / beta) = 8.785 / 8.783 eV
ΔE to the lowest compared entry with this formula, charge and spin = 462.7 kJ/mol
Total charge = +1
HOMO energy (alpha / beta) = -10.094 / -10.086 eV
E_tot = -143898.7579 eV
⟨S²⟩ = 0.7782
Multiplicity = 2
LUMO (alpha / beta) = -1.31 / -1.30 eV

***

Below is a molecular structure, C24H37HfN2S in a non-equilibrium geometry, with properties calculated with ωB97M-V with the def2-TZVPD basis set.

The geometry in XYZ format:
```
65
Properties=species:S:1:pos:R:3:forces:R:3
C 1.39015 -1.73178 0.49695 -0.1 -0.5 -0.8
C 1.97328 -1.18155 -0.69209 -0.5 -0.6 -0.2
C 1.03138 -1.35124 -1.76662 0.4 -0.8 0.8
C -0.08901 -2.08519 -1.25484 0.6 0.1 0.4
C 0.11698 -2.29041 0.14475 0.8 0.0 -0.5
Hf 0.11127 0.21353 -0.14582 -0.8 1.1 -1.6
C -4.01356 1.19820 -1.37181 6.0 1.5 1.7
C -3.12602 0.96558 -0.21640 -2.5 -0.4 -2.1
H -2.94327 1.80779 0.44722 -0.5 -0.1 0.3
C -2.30561 -0.20338 0.07287 0.7 -0.5 -0.2
H -2.53698 -1.12299 -0.50621 -0.1 0.8 0.4
H -2.26896 -0.48887 1.15016 0.0 0.3 -0.4
C -3.78669 2.76031 -1.64267 0.3 0.4 0.1
H -3.02640 3.12454 -0.92630 -0.6 0.2 -0.2
H -3.25002 2.88281 -2.59547 -0.4 -0.1 0.2
H -4.57445 3.51633 -1.66958 -0.5 -0.6 0.2
C -3.30284 0.50341 -2.59086 0.4 -0.5 -0.2
H -2.30401 0.16845 -2.23764 -0.4 -0.3 -0.3
H -3.72835 -0.33193 -3.14779 -0.4 0.0 0.3
H -2.99837 1.25160 -3.33971 -0.7 -0.3 0.1
C 3.37875 -0.70788 -0.80718 0.4 0.4 0.0
H 3.66622 -0.15056 0.09302 0.1 0.0 -0.2
H 4.09968 -1.53332 -0.91815 -0.4 0.0 0.0
H 3.50297 -0.04514 -1.66798 0.0 -0.2 0.2
C 1.25341 -0.96032 -3.18599 0.0 0.3 -0.4
H 1.71036 0.03461 -3.23905 0.0 -0.1 -0.1
H 1.91234 -1.66117 -3.72223 -0.2 0.1 0.3
H 0.30247 -0.92276 -3.73067 0.2 0.0 0.1
C -1.16020 -2.71360 -2.08180 -0.5 0.1 -0.2
H -1.27701 -2.19407 -3.04049 0.0 -0.1 0.2
H -0.93190 -3.76892 -2.30726 0.1 0.4 0.2
H -2.13501 -2.70468 -1.57895 0.2 0.0 -0.1
C -0.71862 -3.14299 1.03614 -0.5 -0.1 0.3
H -1.76910 -3.14622 0.72085 0.2 0.0 0.1
H -0.37356 -4.19044 1.03714 0.0 0.4 -0.1
H -0.68214 -2.78992 2.07493 0.0 -0.1 -0.2
C 2.13221 -1.95772 1.77249 0.2 0.1 0.5
H 1.45072 -2.17589 2.60391 0.1 0.0 -0.1
H 2.82929 -2.80954 1.69262 -0.3 0.3 -0.1
H 2.72963 -1.07683 2.04428 -0.1 -0.2 -0.1
C 1.35655 2.17361 -1.20459 -1.3 2.7 2.2
C 0.52259 3.24508 -1.85522 -1.3 -5.2 -2.0
C 2.68117 2.30073 -1.67882 0.5 -0.6 -1.9
C 0.51402 2.87273 -3.25713 1.0 1.6 -0.3
H -0.37040 3.79306 -1.56434 -0.2 -0.7 0.9
C 2.89180 2.66742 -3.03194 -0.2 0.4 0.1
H 3.57517 2.05197 -1.09162 -0.6 -0.3 -0.2
C 1.76275 2.77786 -3.88705 0.7 -0.6 0.6
H -0.38647 2.67914 -3.87014 0.2 1.3 0.5
H 3.90807 2.82562 -3.40648 -0.4 -0.2 0.1
H 1.85832 2.82373 -4.98219 -0.1 -0.3 0.6
C -1.41286 0.27741 5.49953 -0.3 -0.3 0.2
N -0.99293 0.20101 4.09392 0.7 0.6 -0.7
C 0.25068 0.43772 3.64987 -0.2 -0.1 -0.2
S 0.49280 1.17106 2.01989 0.4 0.6 2.4
N 1.32761 0.25181 4.42085 -0.4 0.1 -1.0
C 1.41398 -0.64172 5.58018 0.2 0.1 0.4
H -0.68207 0.81219 6.11680 -0.2 -0.1 -0.3
H -1.57242 -0.73197 5.89711 0.0 0.3 0.0
H -2.36322 0.81905 5.53723 0.2 -0.1 0.0
H -1.71097 0.39784 3.39574 0.3 -0.2 0.3
H 2.19951 0.55310 3.98360 -0.4 -0.2 0.3
H 2.36228 -1.18641 5.52062 -0.2 0.1 0.0
H 1.40601 -0.05980 6.51104 0.0 -0.3 -0.2
H 0.59220 -1.36689 5.58527 0.3 0.3 -0.1
```
Forces are in eV/Å.

Kohn-Sham gap = 6.234 eV
ΔE to the lowest compared entry with this formula, charge and spin = 224.1 kJ/mol
Total charge = +1
HOMO energy = -9.753 eV
E_tot = -40598.6474 eV
LUMO = -3.52 eV

***

Below is a single C3H7N3O molecule, with properties calculated with ωB97M-V with the def2-TZVPD basis set.

The geometry in XYZ format:
```
14
Properties=species:S:1:pos:R:3:forces:R:3
C 2.56472 0.10798 0.17087 0.2 0.0 -0.1
N 1.19193 0.18482 0.62094 -0.1 0.0 0.0
C 0.15600 0.21088 -0.26718 0.1 0.0 -0.1
O 0.29415 0.32415 -1.47346 0.0 -0.1 0.4
N -1.09866 0.08036 0.32851 -0.1 -0.1 0.0
C -2.24012 -0.10262 -0.43521 -0.1 0.0 0.0
N -3.30037 -0.54303 0.10668 0.2 0.1 -0.2
H 2.54560 -0.07458 -0.90451 0.0 0.0 0.1
H 3.07911 -0.72227 0.66613 -0.1 0.1 -0.1
H 3.11604 1.03570 0.35919 -0.1 -0.1 0.0
H 1.00166 0.17662 1.60999 0.0 0.0 -0.2
H -1.18190 -0.22923 1.28780 0.1 0.1 -0.1
H -2.08780 0.16642 -1.48225 -0.1 -0.1 0.1
H -4.04036 -0.61519 -0.58749 0.0 0.0 0.1
```
Forces are in eV/Å.

Kohn-Sham gap = 10.420 eV
ΔE to the lowest compared entry with this formula, charge and spin = 12.1 kJ/mol
HOMO energy = -9.629 eV
E_tot = -9742.9083 eV
LUMO = 0.79 eV

***

Below is a molecular structure, C6H10N2O in a non-equilibrium geometry, with properties calculated with ωB97M-V with the def2-TZVPD basis set.

The geometry in XYZ format:
```
19
Properties=species:S:1:pos:R:3:forces:R:3
C -0.68998 0.22967 -0.29671 -0.2 -0.6 -1.1
C -0.63856 -1.12662 0.42310 -0.2 -0.1 -0.1
C -1.52282 1.31849 0.29512 0.4 0.2 0.2
C -0.27682 0.24101 -1.63529 -1.1 0.3 0.7
N 0.69786 -1.54473 0.84383 0.4 -0.1 0.4
C 1.76822 -0.72576 0.33615 -1.0 1.3 0.2
C 1.28640 0.86715 0.66430 1.3 -0.4 0.3
O 2.00434 -0.83127 -0.95410 -1.1 0.5 -1.2
N 1.43573 1.93158 1.09351 -0.3 -0.2 -0.2
H 0.75493 -1.60881 1.85386 0.0 0.1 -0.1
H -1.02594 -1.88389 -0.26323 -0.1 0.1 -0.1
H -1.29891 -1.10200 1.29413 0.1 0.0 -0.1
H 2.66577 -0.77490 0.96245 -0.2 -0.1 -0.1
H -1.35842 1.43066 1.36565 0.0 0.0 0.0
H -1.33605 2.27331 -0.19143 0.0 0.0 0.0
H -2.57154 1.04440 0.13967 0.0 -0.1 -0.1
H -0.39132 1.16382 -2.19189 0.1 0.1 0.0
H -0.51015 -0.65719 -2.20508 0.4 -0.2 0.1
H 1.00728 -0.24493 -1.53405 1.6 -0.8 1.2
```
Forces are in eV/Å.

Kohn-Sham gap = 8.675 eV
ΔE to the lowest compared entry with this formula, charge and spin = 381.2 kJ/mol
HOMO energy = -9.363 eV
E_tot = -11408.1365 eV
LUMO = -0.69 eV